C31H49N7O3 | the ωB97M-V functional and the def2-TZVPD basis

frontier orbital gap	7.8	eV
E_HOMO	-0.2858	hartree
LUMO	0.0	eV

Geometry as XYZ:
```
90
Properties=species:S:1:pos:R:3:forces:R:3:lowdin_charge:R:1
C -19.0920 -15.6436 40.2228 0.898 1.853 -8.932 -0.114
O -19.8369 -14.4452 40.2014 1.523 0.181 1.487 -0.151
C -19.0877 -13.4904 40.9831 -1.616 3.719 -6.710 -0.165
C -20.0048 -12.2466 41.0227 0.988 -0.656 1.212 -0.122
N -19.2952 -11.0898 41.6470 -5.921 1.788 -0.939 0.009
H -18.5520 -10.7493 40.9678 2.672 0.105 0.912 0.081
H -20.1195 -10.3328 41.3392 2.814 -1.682 1.831 0.246
C -19.2003 -11.2135 43.1366 2.171 5.088 -1.481 -0.064
C -18.7117 -9.7920 43.6731 -1.281 0.600 -0.426 -0.210
O -18.5694 -9.8028 45.0553 -1.002 -1.255 0.285 -0.209
C -17.9116 -8.6882 45.6817 1.494 -1.116 -4.489 -0.045
H -19.1595 -16.0756 41.0482 0.491 -3.195 7.897 -0.008
H -18.0329 -15.6578 39.6844 -1.889 0.604 1.504 0.145
H -19.6504 -16.3665 39.6336 -0.233 0.120 -0.711 0.093
H -18.3041 -13.0350 40.1844 -0.705 -1.489 2.445 0.141
H -18.7421 -13.7302 41.8959 1.420 -1.591 2.990 0.072
H -20.9457 -12.3103 41.5793 -0.002 -0.593 -0.508 0.137
H -20.0815 -11.9366 40.0127 -0.946 0.002 -1.075 0.120
H -18.4254 -11.8434 43.3880 1.327 -1.892 0.531 0.097
H -20.1000 -11.3498 43.5621 -3.243 -1.376 1.109 0.092
H -19.4301 -8.8612 43.3508 1.644 -2.164 0.281 0.176
H -17.7468 -9.7971 43.2270 0.982 1.246 -0.701 0.069
H -16.7951 -8.8815 45.5253 -1.369 1.001 0.389 0.111
H -18.2237 -8.7645 46.6400 -0.600 0.164 3.165 0.046
H -18.3180 -7.8135 45.1586 0.672 0.354 0.469 0.088
C -16.2501 -11.3379 41.1075 3.975 3.278 3.463 -0.321
O -17.0876 -10.3930 40.6512 -1.815 0.675 -1.983 -0.405
H -16.2116 -12.3183 40.7182 -0.459 -1.354 -0.557 0.034
H -16.3196 -11.2950 42.3013 0.290 -0.955 -1.925 0.081
H -15.1087 -10.8887 40.9307 -2.163 -1.440 0.470 0.092
N -17.3636 -11.0894 37.8617 -0.361 1.092 2.837 0.010
C -17.4672 -10.2988 36.7094 0.785 0.411 3.065 -0.137
C -17.5262 -11.0767 35.6585 0.156 -6.209 1.608 -0.076
C -17.4832 -12.5141 36.2049 -0.581 1.271 0.746 -0.097
C -17.4679 -12.4035 37.5849 0.174 -0.387 -2.678 -0.202
H -17.1758 -10.7991 38.8858 -0.586 0.384 -1.584 0.112
H -17.3927 -9.2480 36.8300 0.049 0.697 -0.110 0.083
H -17.3902 -11.0644 34.6671 0.012 1.364 -3.452 0.045
H -17.4432 -13.5278 35.7966 -0.244 0.768 -0.700 0.084
H -17.5291 -13.2672 38.2437 0.330 0.724 0.339 0.100
N -15.5844 -6.2165 38.8815 3.477 -0.753 1.622 -0.030
C -16.6344 -7.0763 38.6823 -1.635 1.991 -1.279 -0.162
C -17.5953 -6.3826 37.9560 -0.752 1.676 0.394 -0.112
C -17.0089 -5.0152 37.7743 -0.775 -0.475 -1.229 -0.119
C -15.7063 -5.0151 38.3103 -2.564 1.824 -1.665 -0.172
H -14.6842 -6.1709 39.4028 -1.342 -2.002 -0.137 0.168
H -16.9250 -8.0563 38.9141 1.218 -1.367 1.279 0.067
H -18.7447 -6.7822 37.7807 3.491 1.249 0.204 0.145
H -17.5018 -4.2310 37.1548 0.660 -0.629 0.776 0.081
H -14.8582 -4.2306 38.2996 -1.791 -1.611 0.171 0.141
N -13.0755 -13.2317 36.6943 -2.453 -0.991 -3.417 -0.012
C -14.1199 -12.5044 37.1485 -3.782 1.917 -1.238 -0.200
C -13.9569 -11.9529 38.3809 3.823 -1.810 -1.461 -0.054
C -12.5530 -12.5048 38.6409 -1.438 2.117 3.237 -0.086
C -12.1521 -13.3531 37.6656 -1.694 2.997 0.696 -0.161
H -13.1042 -13.4108 35.6545 0.704 -0.418 2.132 0.181
H -15.1030 -12.2803 36.5819 2.211 -0.742 0.280 0.115
H -14.5970 -11.1356 38.6835 0.375 -0.311 0.734 0.071
H -11.9918 -12.2072 39.5479 -0.305 -0.781 -0.609 0.075
H -11.4077 -14.0223 37.6963 2.774 -1.972 -0.357 0.069
N -15.8838 -8.2961 42.2937 0.224 -6.410 -2.633 -0.037
C -16.4157 -7.1597 42.7083 3.888 -0.019 2.456 -0.197
C -15.5960 -6.7108 43.7404 0.520 -1.232 0.631 -0.115
C -14.6146 -7.8251 44.0435 0.356 0.552 1.453 -0.134
C -14.8328 -8.8568 43.1010 0.141 1.874 -0.146 -0.124
H -16.3453 -9.0086 41.5701 0.722 1.885 1.344 0.129
H -17.1305 -6.6684 42.1795 -2.019 1.183 -1.338 0.081
H -15.7331 -5.7002 44.1501 0.429 -0.819 0.286 0.080
H -13.8544 -7.8960 45.0091 -2.080 0.400 -2.969 0.131
H -14.1645 -9.8256 42.8292 -2.248 2.639 0.749 0.111
N -16.8592 -15.7646 43.4713 1.267 1.195 -3.482 -0.006
C -16.1430 -14.7272 42.7327 -0.981 -3.296 -0.786 -0.141
C -15.7413 -13.7860 43.6172 0.159 0.819 0.673 -0.097
C -16.2406 -14.2243 44.9563 0.050 -1.993 -6.438 -0.051
C -16.8976 -15.4024 44.7684 0.772 0.350 -1.328 -0.165
H -17.1218 -16.6264 42.9570 0.125 0.987 1.299 0.151
H -15.9591 -14.9989 41.6271 -0.186 1.080 2.029 0.135
H -15.1558 -12.8862 43.2473 -0.872 -1.232 1.168 0.096
H -16.2518 -13.8464 45.8413 0.534 3.000 5.125 0.023
H -17.3524 -16.0724 45.4034 -0.898 -0.933 1.748 0.089
N -10.3566 -12.0903 43.2427 -0.064 -1.423 0.043 -0.034
C -11.1138 -11.1810 42.5611 0.332 0.625 1.969 -0.150
C -12.3431 -11.7802 42.4577 -0.586 -0.904 -1.765 -0.096
C -12.1867 -13.2474 42.9545 0.801 6.110 -0.989 -0.060
C -10.9765 -13.3201 43.5146 1.506 0.598 -0.706 -0.122
H -9.5242 -11.8260 43.6438 2.155 0.396 0.917 0.098
H -10.6523 -10.1055 42.5431 -1.446 -2.246 -0.506 0.153
H -13.1180 -11.2642 41.7946 0.719 -1.419 1.251 0.070
H -12.9377 -13.8888 42.8927 -2.863 -2.917 -0.156 0.018
H -10.4144 -14.2037 43.8870 -0.511 1.105 -0.112 0.123
```
Positions in Å, forces in eV/Å.